Molecular formula: C28H51BCl8N
Method: DFT, ωB97M-V/def2-TZVPD

Structure (ORCA input):
```
! wB97M-V def2-TZVPD RIJCOSX def2/J DEFGRID3
* xyz -1 1
C 0.150 3.025 2.813
C -1.233 2.756 2.211
C -1.104 1.752 1.057
C -2.325 0.844 0.865
C -2.003 -0.637 0.621
C -0.875 -0.908 -0.404
C -0.204 -2.260 -0.123
C 1.194 -2.447 -0.730
C 2.170 -1.281 -0.491
C 2.354 -0.328 -1.697
B 2.477 1.267 -1.342
C 2.218 2.108 -2.786
C 1.971 3.552 -2.599
C 0.676 3.954 -1.928
N 2.826 4.433 -2.965
C 3.971 1.727 -0.815
C 4.420 0.981 0.407
C 3.855 1.327 1.645
C 4.230 0.682 2.820
C 5.166 -0.359 2.739
C 5.733 -0.710 1.519
C 5.364 -0.041 0.348
H 0.858 3.228 2.011
H 0.506 2.107 3.283
H 0.134 3.839 3.535
H -1.927 2.403 2.976
H -1.623 3.709 1.846
H -0.173 1.192 1.124
H -1.013 2.359 0.157
H -2.901 0.886 1.796
H -3.003 1.198 0.087
H -2.900 -1.116 0.229
H -1.748 -1.137 1.557
H -0.163 -0.092 -0.497
H -1.357 -1.016 -1.380
H -0.845 -3.017 -0.587
H -0.187 -2.508 0.940
H 1.622 -3.336 -0.252
H 1.117 -2.685 -1.792
H 1.796 -0.704 0.362
H 3.143 -1.656 -0.172
H 1.479 -0.460 -2.347
H 3.210 -0.690 -2.282
H 1.592 1.647 -0.575
H 1.402 1.652 -3.358
H 3.139 2.007 -3.367
H -0.160 3.607 -2.537
H 0.655 3.469 -0.956
H 0.614 5.033 -1.804
H 2.488 5.368 -2.737
H 4.734 1.687 -1.598
H 3.885 2.779 -0.522
H 3.118 2.117 1.657
H 3.772 1.027 3.727
H 5.491 -0.908 3.617
H 6.462 -1.508 1.468
H 5.818 -0.303 -0.599
Cl 4.435 -0.360 5.377
C 4.954 -1.014 6.951
C 3.988 -2.033 7.501
Cl 2.436 -1.299 7.986
H 5.082 -0.181 7.639
H 5.926 -1.484 6.793
H 4.408 -2.498 8.392
H 3.777 -2.810 6.771
Cl -1.093 6.210 -4.171
C -1.819 5.153 -5.405
C -2.919 4.288 -4.844
Cl -2.319 3.031 -3.732
H -1.026 4.553 -5.844
H -2.230 5.805 -6.174
H -3.420 3.767 -5.659
H -3.655 4.885 -4.311
Cl -3.404 -3.857 0.935
C -4.072 -5.183 -0.052
C -3.333 -5.335 -1.354
Cl -3.619 -3.952 -2.444
H -5.129 -4.985 -0.229
H -3.982 -6.096 0.536
H -3.683 -6.227 -1.873
H -2.261 -5.422 -1.198
Cl -9.415 -5.013 -3.701
C -9.164 -4.261 -2.104
C -7.705 -4.127 -1.758
Cl -6.931 -5.708 -1.473
H -9.694 -4.859 -1.367
H -9.620 -3.273 -2.143
H -7.598 -3.552 -0.839
H -7.148 -3.624 -2.545
*
```

Summary:
- lowest unoccupied orbital energy (eV) = 1.85
- electronic energy (eV) = -132210.737
- maximum force (hartree/bohr) = 0.04427
- M (g/mol) = 696.16